(1)
Formula: C17H9F6N2O3S2
Source: OMol25
Level of theory: ωB97M-V with the def2-TZVPD basis set

Results
Lowest unoccupied orbital energy   1.749 eV
Energy above the lowest of the compared OMol25 structures with the same formula, charge and spin   9.54 kcal/mol
Strongest force on any atom   3.0 eV/Å
HOMO-LUMO gap   0.195 Ha

Geometry as ORCA input:
```
! wB97M-V def2-TZVPD RIJCOSX def2/J DEFGRID3
* xyz -1 1
F -6.046 -2.455 2.583
C -5.003 -1.840 3.223
F -5.500 -1.309 4.382
F -4.127 -2.837 3.590
C -4.342 -0.803 2.365
C -3.695 0.270 2.963
C -3.038 1.184 2.176
C -3.005 1.031 0.756
C -2.177 1.868 -0.051
C -2.503 2.077 -1.390
N -2.758 2.312 -2.516
C -3.752 -0.025 0.169
C -4.395 -0.951 0.976
H -3.719 0.384 4.048
H -2.481 2.009 2.636
H -1.735 2.715 0.487
H -3.754 -0.158 -0.918
H -4.943 -1.777 0.547
F 7.932 -1.817 -1.922
C 6.903 -1.003 -1.534
F 6.391 -1.483 -0.375
F 7.411 0.238 -1.292
S 5.684 -0.999 -2.892
N 4.337 -0.524 -1.923
C 3.414 -1.476 -1.405
O 3.628 -2.667 -1.297
C 2.242 -0.658 -1.026
C 2.300 0.619 -1.553
C 1.429 1.621 -1.206
C 0.471 1.294 -0.267
C 0.265 -0.025 0.157
C 1.172 -1.024 -0.204
S 3.700 0.946 -2.557
O 4.434 2.067 -2.027
O 3.405 0.814 -3.962
H 1.534 2.603 -1.662
H -0.133 2.130 0.052
H -0.615 -0.286 0.748
H 1.072 -2.062 0.121
*
```

***

(2)
Formula: C24H66FLiN6O6
Source: OMol25
Level of theory: ωB97M-V with the def2-TZVPD basis set

Results
Lowest unoccupied orbital energy (spin up / spin down)   2.214 / 2.223 eV
Strongest force on any atom   2.8 eV/Å
HOMO-LUMO gap (spin up / spin down)   0.061 / 0.319 Ha

Geometry as ORCA input:
```
! wB97M-V def2-TZVPD RIJCOSX def2/J DEFGRID3
* xyz -1 2
Li 0.162 0.609 -0.270
F -1.641 -0.121 -0.414
C -3.141 -1.084 2.963
C -1.670 -0.734 3.393
C -1.314 -1.493 4.714
O -0.068 -1.058 5.266
C -0.153 0.116 6.123
N -0.892 -1.097 2.214
H -3.359 -2.150 2.908
H -3.333 -0.632 1.989
H -3.815 -0.685 3.721
H -1.560 0.316 3.663
H -1.069 -2.538 4.521
H -2.142 -1.527 5.422
H 0.833 0.565 6.238
H -0.501 -0.005 7.149
H -0.697 0.906 5.604
H -1.041 -2.066 1.972
H -1.254 -0.595 1.416
C -0.982 -2.727 -3.436
C -1.098 -3.606 -2.232
C -0.381 -4.989 -2.347
O -0.873 -5.582 -3.534
C -0.448 -6.918 -3.752
N -0.457 -2.855 -1.161
H -1.380 -3.256 -4.302
H 0.021 -2.554 -3.825
H -1.536 -1.809 -3.240
H -2.163 -3.779 -2.077
H -0.378 -5.647 -1.478
H 0.663 -4.698 -2.471
H 0.625 -7.110 -3.778
H -1.009 -7.152 -4.657
H -0.815 -7.487 -2.897
H -1.032 -2.039 -1.008
H -0.560 -3.390 -0.310
C 3.567 0.585 -0.643
C 2.951 -0.726 -1.134
C 3.976 -1.839 -1.411
O 5.099 -1.292 -2.074
C 6.003 -2.189 -2.731
N 1.814 -1.024 -0.266
H 2.798 1.325 -0.421
H 4.364 1.044 -1.229
H 4.061 0.355 0.301
H 2.475 -0.489 -2.085
H 3.496 -2.589 -2.039
H 4.213 -2.299 -0.451
H 6.495 -2.836 -2.004
H 6.840 -1.687 -3.217
H 5.514 -2.814 -3.478
H 1.246 -1.787 -0.606
H 2.164 -1.355 0.622
C -3.908 4.185 1.666
C -3.644 2.729 1.419
C -4.787 2.070 0.567
O -5.928 1.777 1.330
C -6.928 1.103 0.628
N -2.298 2.512 0.846
H -3.825 4.688 0.703
H -3.246 4.654 2.394
H -4.960 4.318 1.919
H -3.703 2.197 2.368
H -4.415 1.183 0.055
H -5.019 2.745 -0.257
H -7.137 1.711 -0.252
H -7.874 1.163 1.166
H -6.748 0.075 0.314
H -2.388 1.564 0.510
H -2.248 3.032 -0.018
C 0.433 0.663 -3.628
C 1.054 1.851 -2.817
C 1.012 3.113 -3.674
O 1.859 2.921 -4.821
C 1.731 3.891 -5.782
N 0.248 2.204 -1.670
H 1.102 0.297 -4.406
H -0.517 1.034 -4.013
H 0.293 -0.187 -2.961
H 2.115 1.790 -2.574
H 1.389 3.988 -3.144
H -0.015 3.369 -3.931
H 1.978 4.874 -5.381
H 0.743 3.878 -6.243
H 2.466 3.659 -6.552
H 0.621 3.044 -1.250
H -0.606 2.493 -2.125
C 0.947 2.964 3.412
C 1.382 1.950 2.321
C 2.179 0.759 2.891
O 3.328 1.245 3.541
C 4.394 0.273 3.564
N 0.187 1.413 1.669
H 0.688 3.917 2.951
H 1.839 3.077 4.029
H 0.181 2.515 4.045
H 1.948 2.572 1.628
H 2.474 0.137 2.046
H 1.589 0.162 3.587
H 4.055 -0.728 3.833
H 5.153 0.553 4.295
H 4.990 0.212 2.654
H -0.536 2.117 1.632
H -0.266 0.761 2.293
*
```

***

(3)
Formula: C6H10O
Source: OMol25
Level of theory: ωB97M-V with the def2-TZVPD basis set

Results
Lowest unoccupied orbital energy   1.178 eV
Energy above the lowest of the compared OMol25 structures with the same formula, charge and spin   93.11 kcal/mol
Structure (SMILES)   C/C=C\OC1C=C1.[H][H]
Strongest force on any atom   0.3 eV/Å
HOMO-LUMO gap   0.351 Ha

Geometry as ORCA input:
```
! wB97M-V def2-TZVPD RIJCOSX def2/J DEFGRID3
* xyz 0 1
C 0.166 1.481 2.114
C -0.063 1.657 0.641
C 0.311 0.847 -0.346
O 0.994 -0.318 -0.190
C 0.837 -1.272 -1.236
C -0.479 -1.857 -1.570
C 0.006 -1.012 -2.432
H 0.507 2.425 2.556
H 0.918 0.715 2.324
H -0.760 1.205 2.635
H -0.588 2.555 0.324
H 0.091 1.111 -1.379
H 1.756 -1.856 -1.277
H -1.285 -2.510 -1.270
H -0.121 -0.454 -3.348
H -0.966 -1.051 1.335
H -1.324 -1.666 1.121
*
```

***

(4)
Formula: C3H14NO2
Source: OMol25
Level of theory: ωB97M-V with the def2-TZVPD basis set

Results
Lowest unoccupied orbital energy   -3.111 eV
Energy above the lowest of the compared OMol25 structures with the same formula, charge and spin   10.54 kcal/mol
Strongest force on any atom   1.8 eV/Å
HOMO-LUMO gap   0.461 Ha

Geometry as ORCA input:
```
! wB97M-V def2-TZVPD RIJCOSX def2/J DEFGRID3
* xyz 1 1
C -2.458 -0.273 -0.192
C -1.065 -0.682 -0.629
C -0.706 -0.156 -2.013
N -0.049 -0.206 0.382
H -2.464 0.548 0.538
H -3.039 0.214 -0.978
H -3.102 -1.003 0.287
H -1.009 -1.760 -0.644
H -0.814 0.916 -2.049
H -1.383 -0.610 -2.734
H 0.290 -0.513 -2.297
H -0.466 -0.334 1.295
H 0.820 -0.742 0.231
H 0.215 0.765 0.253
H 2.202 2.086 2.480
H 2.656 2.431 1.125
O 2.192 1.712 1.580
H 3.343 -0.940 0.662
H 2.363 -0.349 1.653
O 2.475 -1.105 1.050
*
```

***

(5)
Formula: C4H12N3O
Source: OMol25
Level of theory: ωB97M-V with the def2-TZVPD basis set

Results
Lowest unoccupied orbital energy   -3.109 eV
Energy above the lowest of the compared OMol25 structures with the same formula, charge and spin   31.14 kcal/mol
Structure (SMILES)   NC(=O)[C@@H](N)CC[NH3+]
Strongest force on any atom   3.7 eV/Å
HOMO-LUMO gap   0.354 Ha

Geometry as ORCA input:
```
! wB97M-V def2-TZVPD RIJCOSX def2/J DEFGRID3
* xyz 1 1
N 1.089 -2.532 -0.102
C 0.338 -1.453 0.175
O -0.859 -1.612 0.434
C 1.093 -0.041 -0.050
N 1.452 -0.322 -1.438
C 0.304 1.303 0.226
C -1.192 1.601 0.023
N -2.122 0.664 0.623
H 2.078 -2.510 0.097
H 0.667 -3.400 0.208
H 1.934 -0.052 0.667
H 1.334 0.442 -2.090
H 2.361 -0.726 -1.630
H 0.538 1.372 1.290
H 0.894 2.051 -0.323
H -1.379 2.570 0.481
H -1.292 1.704 -1.042
H -3.141 0.654 0.508
H -2.204 0.638 1.653
H -1.892 -0.352 0.290
*
```

***

(6)
Formula: C5H28N2O8
Source: OMol25
Level of theory: ωB97M-V with the def2-TZVPD basis set

Results
Lowest unoccupied orbital energy   0.227 eV
Energy above the lowest of the compared OMol25 structures with the same formula, charge and spin   84.94 kcal/mol
Structure (SMILES)   C[C@H](CO)NCCN.O.O.O.O.O.O.O
Strongest force on any atom   5.4 eV/Å
HOMO-LUMO gap   0.317 Ha

Geometry as ORCA input:
```
! wB97M-V def2-TZVPD RIJCOSX def2/J DEFGRID3
* xyz 0 1
C 1.194 -0.939 2.894
C 0.152 -1.084 1.761
C -1.150 -1.812 2.295
O -0.915 -3.180 2.488
N 0.741 -1.892 0.603
C 1.718 -1.153 -0.125
C 1.429 0.330 -0.568
N 0.987 0.279 -1.977
H 0.858 -0.010 3.437
H 1.324 -1.772 3.579
H 2.121 -0.665 2.409
H -0.227 -0.001 1.343
H -2.073 -1.689 1.663
H -1.432 -1.340 3.262
H -0.148 -3.276 2.921
H 0.012 -2.402 0.111
H 2.649 -1.125 0.481
H 2.142 -1.776 -0.931
H 2.499 0.850 -0.493
H 0.612 0.736 -0.028
H 1.544 0.795 -2.610
H 0.103 0.805 -2.032
O -0.777 3.723 0.313
H 0.092 3.924 -0.104
H -1.435 3.513 -0.277
O 2.888 3.112 -0.535
H 2.813 3.736 -1.242
H 2.521 3.489 0.304
O -2.064 2.846 -1.832
H -2.956 3.135 -1.805
H -2.145 1.867 -1.907
O -0.228 -3.402 -2.711
H 0.726 -3.449 -3.235
H -0.119 -3.167 -1.808
O -0.584 2.286 2.713
H -0.399 2.549 1.783
H -1.438 2.759 2.877
O -2.069 -1.782 -2.964
H -2.286 -2.470 -2.308
H -1.212 -2.031 -3.249
O -1.969 0.268 -1.535
H -1.978 -0.526 -2.197
H -1.523 -0.058 -0.763
*
```

***

(7)
Formula: C23H45FN7
Source: OMol25
Level of theory: ωB97M-V with the def2-TZVPD basis set

Results
Lowest unoccupied orbital energy   -2.795 eV
Energy above the lowest of the compared OMol25 structures with the same formula, charge and spin   0.00 kcal/mol
Strongest force on any atom   0.6 eV/Å
HOMO-LUMO gap   0.378 Ha

Geometry as ORCA input:
```
! wB97M-V def2-TZVPD RIJCOSX def2/J DEFGRID3
* xyz 1 1
C 5.719 -0.070 -2.399
C 5.068 0.081 -3.776
C 5.094 1.540 -4.285
C 3.812 1.998 -5.002
N 3.018 3.044 -4.311
C 2.578 2.809 -3.025
N 3.239 3.296 -1.957
N 1.442 2.185 -2.825
C 0.569 1.649 -3.864
C 0.895 0.205 -4.267
F 0.963 0.123 -5.646
H 5.949 -1.113 -2.176
H 5.048 0.284 -1.608
H 6.646 0.506 -2.345
H 5.600 -0.553 -4.489
H 4.036 -0.281 -3.745
H 5.330 2.204 -3.446
H 5.921 1.646 -4.992
H 3.157 1.150 -5.202
H 4.048 2.423 -5.978
H 3.446 3.958 -4.391
H 4.117 3.750 -2.155
H 3.238 2.761 -1.100
H 1.112 2.106 -1.865
H 0.638 2.299 -4.739
H -0.450 1.711 -3.481
H 0.126 -0.492 -3.929
H 1.863 -0.102 -3.865
C -3.715 0.019 -1.073
C -2.542 -0.950 -1.103
C -1.507 -0.675 -0.003
C -0.876 0.633 -0.157
N -0.434 1.688 -0.268
H -3.388 1.049 -1.237
H -4.437 -0.239 -1.844
H -4.224 -0.024 -0.108
H -2.053 -0.917 -2.081
H -2.906 -1.969 -0.968
H -0.729 -1.441 -0.022
H -1.983 -0.725 0.979
C -7.911 0.586 0.586
C -8.834 0.746 -0.615
C -8.864 -0.499 -1.509
C -7.555 -0.785 -2.097
N -6.523 -1.011 -2.543
H -6.878 0.429 0.272
H -7.936 1.477 1.213
H -8.208 -0.264 1.202
H -8.529 1.609 -1.209
H -9.853 0.938 -0.277
H -9.582 -0.375 -2.321
H -9.178 -1.373 -0.934
C -0.300 -1.267 4.440
C -0.666 -2.699 4.806
C -1.702 -3.320 3.863
C -2.984 -2.618 3.899
N -3.978 -2.044 3.917
H -1.165 -0.604 4.504
H 0.461 -0.877 5.115
H 0.097 -1.212 3.422
H -1.041 -2.735 5.830
H 0.228 -3.326 4.774
H -1.863 -4.367 4.123
H -1.329 -3.303 2.836
C 4.069 -1.737 4.482
C 4.935 -0.633 5.078
C 4.458 -0.193 6.466
C 3.112 0.380 6.426
N 2.051 0.814 6.390
H 3.039 -1.400 4.348
H 4.451 -2.046 3.509
H 4.055 -2.616 5.129
H 4.948 0.232 4.412
H 5.965 -0.979 5.170
H 5.135 0.550 6.889
H 4.448 -1.044 7.150
*
```

***

(8)
Formula: ClFeH2O
Source: OMol25
Level of theory: ωB97M-V with the def2-TZVPD basis set

Results
Lowest unoccupied orbital energy (spin up / spin down)   -8.574 / -8.736 eV
Strongest force on any atom   3.6 eV/Å
HOMO-LUMO gap (spin up / spin down)   0.195 / 0.189 Ha

Geometry as ORCA input:
```
! wB97M-V def2-TZVPD RIJCOSX def2/J DEFGRID3
* xyz 1 5
Fe -39.874 1.847 23.881
Cl -37.481 2.084 23.773
O -34.316 3.263 23.815
H -35.178 2.851 23.760
H -33.705 2.531 23.903
*
```

***

(9)
Formula: C41H68F18N5O17P2
Source: OMol25
Level of theory: ωB97M-V with the def2-TZVPD basis set

Results
Lowest unoccupied orbital energy   -2.832 eV
Strongest force on any atom   2.2 eV/Å
HOMO-LUMO gap   0.330 Ha

Geometry as ORCA input:
```
! wB97M-V def2-TZVPD RIJCOSX def2/J DEFGRID3
* xyz 1 1
C -0.569 1.637 4.607
C 0.361 2.102 3.824
N 1.292 3.100 4.318
C 2.578 2.575 4.832
C 2.983 1.175 4.361
C 3.289 1.067 2.880
N 4.376 0.239 2.511
O 2.665 1.604 2.029
C 1.412 4.166 3.475
N 0.478 5.053 3.422
C -0.765 5.055 4.173
C -1.996 5.162 3.271
O -3.109 5.082 4.113
C -4.282 5.675 3.554
C -5.163 6.119 4.729
N 2.543 4.396 2.672
C 2.190 4.481 1.224
C 3.463 4.253 0.414
C 3.174 4.224 -1.089
P 2.367 2.675 -1.583
O 1.072 2.572 -0.913
O 3.289 1.442 -1.121
C 3.078 0.227 -1.875
C 3.128 -0.943 -0.907
O 2.084 2.653 -3.167
C 3.238 2.940 -4.012
C 3.481 1.728 -4.937
P 3.349 5.806 3.264
N 2.681 7.133 2.774
H -1.483 1.295 4.145
H -0.477 1.588 5.684
H 0.383 1.732 2.807
H 3.421 3.236 4.657
H 2.481 2.518 5.917
H 2.294 0.392 4.666
H 3.910 0.938 4.888
H 3.965 -0.517 1.967
H 4.786 -0.195 3.333
H 0.628 5.848 2.796
H -0.878 4.221 4.851
H -0.765 5.954 4.789
H -1.976 6.173 2.846
H -2.002 4.415 2.471
H -4.074 6.530 2.910
H -4.818 4.892 3.013
H -5.763 5.296 5.102
H -4.479 6.369 5.539
H -5.774 6.976 4.473
H 1.454 3.710 1.012
H 1.837 5.480 0.952
H 4.210 5.017 0.629
H 3.905 3.306 0.722
H 4.135 4.271 -1.604
H 2.572 5.086 -1.364
H 2.128 0.205 -2.401
H 3.927 0.119 -2.547
H 3.248 -1.897 -1.430
H 2.226 -0.970 -0.299
H 3.990 -0.814 -0.253
H 2.974 3.807 -4.607
H 4.137 3.134 -3.429
H 2.720 0.970 -4.796
H 3.507 2.067 -5.969
H 4.444 1.275 -4.709
H 3.224 5.704 4.670
H 4.700 5.746 2.901
H 3.331 7.720 2.270
C -7.226 0.004 6.122
C -8.439 0.431 6.920
O -8.162 1.614 7.695
C -8.249 2.769 7.050
O -8.529 2.912 5.896
C -7.980 3.927 8.020
F -6.917 3.684 8.807
F -9.034 4.131 8.827
F -7.744 5.067 7.365
H -6.365 -0.125 6.780
H -7.409 -0.923 5.608
H -6.957 0.759 5.382
H -8.705 -0.343 7.638
H -9.305 0.591 6.281
C -0.753 -4.830 -1.962
C 0.077 -5.894 -2.648
O 1.477 -5.552 -2.621
C 2.130 -5.839 -1.503
O 1.667 -6.348 -0.525
C 3.609 -5.457 -1.656
F 3.757 -4.244 -2.223
F 4.259 -6.342 -2.428
F 4.238 -5.425 -0.477
H -0.557 -3.851 -2.403
H -1.815 -5.056 -2.058
H -0.508 -4.762 -0.902
H -0.199 -5.961 -3.692
H -0.085 -6.877 -2.205
C 7.701 12.381 2.588
C 6.980 11.291 1.825
O 6.872 10.089 2.617
C 5.879 10.056 3.496
O 5.076 10.918 3.690
C 5.875 8.702 4.219
F 7.104 8.326 4.593
F 5.386 7.721 3.411
F 5.116 8.724 5.312
H 8.673 12.027 2.933
H 7.848 13.255 1.954
H 7.135 12.684 3.468
H 7.548 11.016 0.939
H 5.995 11.616 1.492
C -10.510 -3.729 0.703
C -9.525 -4.189 1.756
O -9.310 -3.164 2.746
C -10.221 -3.082 3.708
O -11.189 -3.772 3.823
C -9.827 -1.982 4.703
F -9.420 -0.866 4.077
F -8.814 -2.398 5.498
F -10.843 -1.644 5.495
H -10.181 -2.790 0.257
H -10.605 -4.478 -0.083
H -11.495 -3.555 1.135
H -8.554 -4.378 1.304
H -9.849 -5.114 2.232
C 0.085 -10.508 -7.707
C -1.078 -9.997 -6.884
O -0.782 -8.706 -6.312
C -0.956 -7.659 -7.108
O -1.331 -7.686 -8.242
C -0.645 -6.369 -6.337
F 0.487 -6.477 -5.612
F -1.644 -6.065 -5.482
F -0.499 -5.325 -7.150
H 0.997 -10.522 -7.111
H -0.116 -11.516 -8.067
H 0.273 -9.866 -8.567
H -1.264 -10.662 -6.043
H -1.996 -9.951 -7.470
C 4.806 -8.651 -11.891
C 4.075 -9.845 -12.466
O 4.105 -10.959 -11.553
C 3.203 -10.943 -10.581
O 2.380 -10.095 -10.397
C 3.334 -12.214 -9.730
F 4.614 -12.494 -9.441
F 2.828 -13.278 -10.377
F 2.675 -12.092 -8.572
H 5.823 -8.926 -11.609
H 4.847 -7.843 -12.620
H 4.310 -8.283 -10.993
H 4.570 -10.187 -13.372
H 3.047 -9.599 -12.730
*
```

***

(10)
Formula: C3H9O3P
Source: OMol25
Level of theory: ωB97M-V with the def2-TZVPD basis set

Results
Lowest unoccupied orbital energy   0.686 eV
Energy above the lowest of the compared OMol25 structures with the same formula, charge and spin   44.29 kcal/mol
Strongest force on any atom   2.4 eV/Å
HOMO-LUMO gap   0.348 Ha

Geometry as ORCA input:
```
! wB97M-V def2-TZVPD RIJCOSX def2/J DEFGRID3
* xyz 0 1
C -0.617 2.177 0.520
C -2.410 -1.332 0.211
C 2.854 -0.323 0.067
O -0.915 0.442 -1.782
O -1.656 -0.217 0.662
O 1.623 -0.614 -0.607
P -0.949 0.804 -0.344
H -0.729 2.017 1.548
H -0.170 3.081 0.089
H -2.082 -2.284 0.578
H -2.630 -1.369 -0.864
H -3.430 -1.275 0.633
H 3.581 -0.279 -0.792
H 3.092 -1.040 0.895
H 2.771 0.609 0.757
H 1.667 -0.398 -1.570
*
```